No. 1
This record from the OMol25 dataset describes a molecular structure, C16H54CuF3N24O14. The level of theory is the ωB97M-V functional and the def2-TZVPD basis.

- Relative energy (zero: lowest compared OMol25 entry of this formula, charge and spin): 11.4878 eV
- LUMO: -0.08925 Ha
- HOMO energy: -0.2995 Eh
- Total charge: 0
- Total energy: -4949.6675 hartree
- HOMO-LUMO gap: 5.7 eV

Element x y z (Å)
Cu -1.94 -2.29 1.72
C 0.10 -0.67 -1.22
O -0.96 -0.03 -0.55
O -0.14 -1.99 -0.93
C 0.13 -0.16 -2.70
F 0.69 -0.94 -3.61
F -1.19 0.00 -3.12
F 0.64 1.13 -2.93
C -0.88 1.37 -0.29
C -1.96 1.83 0.62
H -2.92 1.32 0.56
H -1.55 1.95 1.63
H -2.08 2.90 0.43
H -1.15 1.89 -1.21
H 0.04 1.83 0.07
H 1.03 -0.41 -0.71
C -2.92 2.46 -7.01
O -3.02 3.08 -6.00
N -2.34 1.26 -7.25
N -3.29 3.00 -8.14
H -1.94 0.62 -6.58
H -2.16 1.17 -8.24
H -3.39 4.00 -8.24
H -3.23 2.45 -8.99
C 2.16 -7.29 2.85
O 1.43 -8.21 2.84
N 3.21 -7.20 3.64
N 2.07 -6.24 2.10
H 3.78 -6.37 3.68
H 3.05 -7.79 4.44
H 1.27 -6.20 1.49
H 2.54 -5.35 2.09
C 0.60 4.63 6.16
O 1.60 4.13 6.57
N -0.06 4.16 5.18
N 0.17 5.75 6.54
H -0.33 3.20 4.98
H -0.66 4.90 4.84
H -0.69 6.23 6.31
H 0.71 6.44 7.04
C -7.61 1.62 1.14
O -7.32 1.86 0.00
N -8.20 0.52 1.49
N -7.23 2.30 2.11
H -8.51 -0.20 0.85
H -8.15 0.41 2.50
H -7.58 1.97 3.00
H -6.72 3.17 2.03
C -5.13 -2.18 -0.93
O -6.35 -2.29 -0.82
N -4.29 -3.21 -0.94
N -4.47 -1.06 -1.07
H -3.37 -2.98 -1.29
H -4.61 -4.17 -0.94
H -5.01 -0.22 -1.21
H -3.46 -1.10 -1.04
C 0.01 5.92 -2.51
O 0.30 6.76 -1.72
N -1.11 5.95 -3.22
N 0.71 4.89 -2.72
H -1.14 5.42 -4.08
H -1.70 6.76 -3.11
H 0.45 4.14 -3.35
H 1.62 4.71 -2.33
C -3.64 0.17 5.58
O -3.49 -0.65 4.68
N -3.46 -0.03 6.80
N -3.90 1.46 5.35
H -3.60 0.68 7.51
H -3.20 -1.00 6.88
H -3.93 1.68 4.37
H -4.23 2.10 6.05
C -0.68 -6.87 -4.01
O -1.11 -7.93 -4.33
N -0.63 -5.82 -4.82
N -0.40 -6.49 -2.82
H -0.22 -4.93 -4.59
H -1.19 -5.91 -5.65
H -0.25 -7.32 -2.26
H -0.22 -5.54 -2.52
C 6.52 0.09 -4.32
O 6.62 -0.60 -5.29
N 5.42 0.38 -3.68
N 7.57 0.60 -3.73
H 4.48 0.11 -3.92
H 5.54 1.03 -2.91
H 8.30 0.71 -4.42
H 7.24 1.27 -3.05
C 6.11 -3.50 -0.84
O 6.94 -4.28 -0.76
N 6.18 -2.28 -0.37
N 4.96 -3.78 -1.44
H 7.08 -2.06 0.03
H 5.41 -1.66 -0.59
H 4.89 -4.72 -1.80
H 4.34 -3.07 -1.80
C 2.20 -1.35 3.84
O 1.04 -1.20 3.41
N 2.53 -1.14 5.06
N 3.16 -1.79 3.06
H 1.71 -0.69 5.45
H 3.46 -0.76 5.14
H 2.93 -1.66 2.09
H 4.10 -1.67 3.41
C 3.77 3.20 1.21
O 4.41 2.35 0.62
N 3.62 4.34 0.66
N 3.18 3.17 2.36
H 3.16 5.14 1.08
H 4.03 4.35 -0.27
H 3.13 2.34 2.94
H 2.58 3.92 2.67

Atom charges from the Mulliken analysis, given in e for atoms 1 to 5: 0.873 0.053 -0.023 -0.906 0.639



No. 2
This record from the OMol25 dataset describes 11 unconnected molecules or ions with the total composition C16H54N10O11. The level of theory is the ωB97M-V functional and the def2-TZVPD basis.

- Relative energy (zero: lowest compared OMol25 entry of this formula, charge and spin): 7.0024 eV
- LUMO: 0.00789 Ha
- HOMO energy: -0.3217 Eh
- Structure (SMILES): NC(N)=O.NC(N)=O.NC(N)=O.NC(N)=O.NC(N)=O.CCO.CCO.CCO.CCO.CCO.CO
- Total charge: 0
- Total energy: -2017.1111 hartree
- HOMO-LUMO gap: 9.0 eV

Element x y z (Å)
N -3.45 -0.63 5.28
C -2.78 -0.07 4.27
N -2.54 -0.90 3.25
O -2.59 1.32 4.25
H -3.53 -0.11 6.17
H -3.70 -1.67 5.41
H -2.01 -0.41 2.43
H -2.30 -1.87 3.39
N 1.67 2.61 -1.89
C 2.73 3.32 -2.19
N 3.58 3.56 -1.24
O 3.08 3.73 -3.46
H 0.96 2.46 -2.62
H 1.44 2.56 -0.93
H 4.41 4.18 -1.47
H 3.27 3.73 -0.31
N 2.63 0.15 -1.60
C 3.81 0.07 -1.07
N 4.34 1.19 -0.78
O 4.40 -1.11 -0.69
H 2.26 -0.74 -1.99
H 2.24 1.13 -1.92
H 5.29 1.14 -0.33
H 3.96 2.16 -1.10
N 0.99 -4.07 -3.85
C 0.71 -3.21 -3.00
N -0.32 -3.38 -2.21
O 1.60 -2.26 -2.64
H 1.94 -4.00 -4.31
H 0.39 -4.74 -4.39
H -0.51 -2.58 -1.46
H -1.05 -4.13 -2.41
N 0.53 -0.05 0.30
C -0.70 -0.44 0.30
N -1.49 0.13 1.18
O -1.17 -1.36 -0.64
H 1.22 -0.27 -0.45
H 0.92 0.60 0.99
H -2.51 0.16 0.89
H -1.20 0.98 1.66
C 0.69 -3.08 1.58
C 1.87 -3.28 0.57
O 3.19 -3.03 1.05
H 0.55 -2.10 1.94
H 0.80 -3.70 2.47
H -0.22 -3.31 1.05
H 1.83 -2.51 -0.19
H 1.84 -4.28 0.11
H 3.72 -2.58 0.38
C -1.66 0.15 -3.84
C -0.27 0.59 -3.32
O 0.02 1.82 -3.87
H -1.67 0.05 -4.89
H -2.52 0.77 -3.51
H -1.97 -0.82 -3.35
H 0.50 -0.06 -3.54
H -0.22 0.65 -2.16
H 0.21 1.78 -4.78
C 2.24 0.23 3.71
C 3.31 0.27 2.65
O 3.00 1.14 1.61
H 2.06 1.24 4.20
H 2.44 -0.56 4.45
H 1.24 -0.03 3.24
H 3.43 -0.78 2.20
H 4.31 0.47 3.04
H 3.45 0.92 0.80
C -3.47 2.06 -1.31
C -4.43 1.01 -0.81
O -4.15 0.57 0.50
H -3.86 2.46 -2.24
H -2.43 1.70 -1.42
H -3.43 2.91 -0.63
H -4.27 0.10 -1.46
H -5.59 1.27 -0.80
H -4.69 1.07 1.11
C -0.64 3.56 0.49
C 0.38 3.13 1.61
O -0.10 2.06 2.38
H -0.20 4.38 -0.06
H -1.56 3.78 1.01
H -0.86 2.84 -0.24
H 0.76 3.96 2.20
H 1.25 2.77 1.07
H 0.11 2.30 3.27
C -3.45 -3.43 0.73
O -4.42 -2.58 0.16
H -3.06 -4.00 -0.03
H -3.97 -4.14 1.35
H -2.63 -2.87 1.23
H -3.99 -2.06 -0.51

Atom charges from the Mulliken analysis, given in e for atoms 1 to 5: -0.404 0.324 -0.290 -0.715 0.303



No. 3
This record from the OMol25 dataset describes 12 unconnected molecules or ions with the total composition C16H56N8O12. The level of theory is the ωB97M-V functional and the def2-TZVPD basis.

- Relative energy (zero: lowest compared OMol25 entry of this formula, charge and spin): 7.8442 eV
- LUMO: 0.00253 Ha
- HOMO energy: -0.3127 Eh
- Structure (SMILES): NC(N)=O.NC(N)=O.NC(N)=O.NC(N)=O.CCO.CCO.CCO.CCO.CO.CO.CO.CO
- Total charge: 0
- Total energy: -1983.9806 hartree
- HOMO-LUMO gap: 8.6 eV

Element x y z (Å)
N 1.96 -2.40 3.56
C 0.89 -2.77 2.88
N -0.15 -2.96 3.63
O 0.87 -3.02 1.51
H 2.76 -2.03 3.04
H 2.09 -2.53 4.63
H -1.00 -3.16 3.09
H -0.30 -2.66 4.62
N 4.93 0.02 0.28
C 4.04 -0.24 1.20
N 3.13 0.67 1.28
O 4.12 -1.28 2.18
H 5.75 -0.61 0.43
H 4.82 0.42 -0.61
H 2.39 0.59 2.00
H 2.94 1.34 0.51
N -0.88 2.55 -4.87
C -0.76 2.97 -3.65
N -0.80 2.01 -2.76
O -0.55 4.30 -3.27
H -0.85 3.14 -5.80
H -1.09 1.58 -5.14
H -0.72 2.39 -1.78
H -1.42 1.27 -2.88
N -2.70 -4.93 -0.19
C -1.74 -4.51 0.47
N -0.79 -3.95 -0.25
O -1.58 -4.62 1.84
H -3.59 -5.27 0.27
H -2.87 -4.81 -1.19
H -0.04 -3.53 0.24
H -0.99 -3.46 -1.15
C -2.69 2.95 -0.31
C -1.48 3.92 -0.27
O -0.27 3.17 -0.37
H -2.90 2.53 -1.30
H -3.64 3.35 0.01
H -2.50 1.98 0.20
H -1.41 4.43 0.70
H -1.53 4.71 -1.07
H 0.27 3.45 0.40
C 3.71 -2.18 -2.07
C 2.68 -2.53 -1.07
O 1.52 -1.95 -1.57
H 4.67 -2.64 -1.88
H 3.96 -1.18 -2.11
H 3.41 -2.61 -3.13
H 2.84 -2.15 -0.07
H 2.66 -3.59 -1.11
H 1.02 -1.80 -0.79
C -4.53 -0.47 1.09
C -3.91 -1.87 1.01
O -3.21 -1.87 -0.20
H -4.97 -0.23 0.15
H -3.82 0.31 1.22
H -5.29 -0.35 1.81
H -4.47 -2.78 1.11
H -3.10 -1.98 1.76
H -3.20 -2.80 -0.56
C 3.71 2.67 -3.04
C 2.86 1.94 -2.04
O 3.04 2.58 -0.76
H 3.49 3.75 -3.14
H 3.53 2.25 -4.08
H 4.79 2.61 -2.91
H 3.06 0.86 -1.95
H 1.81 2.01 -2.30
H 2.57 3.44 -0.71
C -0.49 0.00 4.22
O 0.95 0.01 4.05
H -0.92 -0.20 3.24
H -0.78 0.94 4.69
H -0.96 -0.75 4.83
H 1.25 -0.90 3.73
C 0.85 3.11 2.91
O 0.72 4.19 2.04
H 0.21 3.37 3.80
H 1.85 2.91 3.21
H 0.48 2.21 2.42
H 1.57 4.60 2.02
C -4.14 -0.25 -3.10
O -2.82 -0.08 -2.67
H -4.34 0.32 -4.07
H -4.87 0.07 -2.34
H -4.29 -1.27 -3.46
H -2.61 -0.68 -1.94
C -0.15 -0.09 0.39
O -0.64 -1.18 -0.35
H 0.45 0.57 -0.17
H 0.65 -0.40 1.14
H -0.97 0.53 0.78
H -1.51 -1.48 -0.11

Atom charges from the Mulliken analysis, given in e for atoms 1 to 5: -0.298 -0.043 -0.194 -0.543 0.284



No. 4
This record from the OMol25 dataset describes 12 unconnected molecules or ions with the total composition C16H58BF4N4O11. The level of theory is the ωB97M-V functional and the def2-TZVPD basis.

- LUMO: 0.06756 Ha
- HOMO energy: -0.2789 Eh
- Total charge: -1
- Total energy: -2115.4894 hartree
- HOMO-LUMO gap: 9.4 eV

Element x y z (Å)
B 1.23 -2.03 1.26
F 2.50 -1.59 0.87
F 0.98 -1.56 2.51
F 0.30 -1.64 0.46
F 1.18 -3.42 1.22
C -7.47 -4.46 2.23
C -6.38 -3.42 1.95
C -5.98 -2.55 3.17
O -6.96 -1.66 3.67
C -7.58 -0.82 2.79
N -5.38 -4.17 1.32
H -7.32 -5.01 3.16
H -7.61 -5.18 1.43
H -8.37 -3.89 2.45
H -6.74 -2.73 1.20
H -5.16 -1.88 2.88
H -5.65 -3.26 3.92
H -8.03 -1.23 1.89
H -6.89 -0.09 2.35
H -8.38 -0.30 3.31
H -5.02 -4.83 2.00
H -4.64 -3.49 1.23
C 1.89 4.47 -0.45
C 2.94 4.20 -1.50
C 2.65 4.85 -2.91
O 3.57 4.35 -3.98
C 2.90 4.17 -5.23
N 4.26 4.61 -0.92
H 2.25 4.27 0.56
H 0.95 4.01 -0.74
H 1.73 5.55 -0.54
H 2.96 3.15 -1.81
H 2.52 5.93 -2.81
H 1.64 4.46 -3.03
H 3.53 3.43 -5.73
H 2.95 5.13 -5.73
H 1.93 3.68 -5.14
H 4.47 5.60 -0.88
H 5.01 4.19 -1.45
C 2.23 6.11 6.83
C 0.90 5.59 7.31
C 0.88 4.05 7.40
O -0.45 3.59 7.71
C -1.28 3.69 6.53
N 0.61 6.33 8.55
H 2.10 7.16 6.59
H 2.65 5.59 5.97
H 2.99 6.00 7.60
H 0.11 5.93 6.63
H 1.48 3.54 8.16
H 1.29 3.66 6.47
H -2.18 3.23 6.96
H -0.93 3.02 5.75
H -1.45 4.72 6.23
H -0.05 5.77 9.08
H 1.41 6.36 9.17
C -0.40 -2.47 -9.78
C -0.70 -1.08 -9.11
C -1.86 -0.20 -9.69
O -1.36 0.40 -10.79
C -1.73 -0.24 -11.98
N -0.97 -1.38 -7.72
H -0.11 -2.25 -10.81
H -1.31 -3.06 -9.78
H 0.40 -3.12 -9.44
H 0.23 -0.51 -9.08
H -2.16 0.62 -9.04
H -2.73 -0.83 -9.87
H -2.64 0.03 -12.52
H -2.04 -1.28 -11.82
H -0.92 -0.17 -12.70
H -0.28 -1.01 -7.09
H -1.82 -0.89 -7.50
O 6.74 1.94 3.96
H 6.44 1.21 3.42
H 6.89 2.65 3.34
O 0.76 -9.01 2.05
H 0.79 -8.23 2.61
H 1.29 -8.78 1.29
O 0.41 -5.44 -3.46
H 0.08 -4.83 -4.12
H 0.15 -5.06 -2.62
O 4.51 -4.69 4.63
H 3.90 -4.12 4.15
H 5.11 -5.01 3.96
O -0.80 -2.16 7.23
H -0.70 -1.94 6.30
H -0.91 -1.32 7.67
O 7.18 -3.38 0.91
H 7.97 -2.94 0.59
H 6.47 -2.78 0.72
O 4.27 -6.99 -0.52
H 3.66 -6.38 -0.94
H 5.06 -6.47 -0.37

Atom charges from the Mulliken analysis, given in e for atoms 1 to 5: 0.580 -0.427 -0.389 -0.336 -0.430



No. 5
This record from the OMol25 dataset describes 13 unconnected molecules or ions with the total composition C16H58N8O19. The level of theory is the ωB97M-V functional and the def2-TZVPD basis.

- Relative energy (zero: lowest compared OMol25 entry of this formula, charge and spin): 0.0000 eV
- LUMO: 0.00895 Ha
- HOMO energy: -0.3413 Eh
- Total charge: 0
- Total energy: -2512.1435 hartree
- HOMO-LUMO gap: 9.5 eV

Element x y z (Å)
C 3.49 -6.45 15.02
O 4.14 -7.47 14.72
N 4.03 -5.16 15.09
N 2.17 -6.38 15.25
H 5.05 -5.23 15.00
H 3.68 -4.45 14.48
H 1.54 -7.20 15.06
H 1.76 -5.49 15.50
C 4.81 -9.05 17.74
O 4.24 -9.34 18.79
N 5.07 -7.83 17.36
N 5.24 -10.04 16.96
H 4.58 -7.00 17.73
H 5.31 -7.65 16.39
H 5.06 -10.95 17.29
H 5.48 -9.84 16.00
C 0.59 -8.74 19.25
O -0.60 -8.41 19.07
N 1.08 -8.52 20.46
N 1.41 -9.25 18.31
H 0.36 -8.39 21.15
H 1.91 -8.99 20.80
H 0.96 -9.40 17.46
H 2.40 -9.46 18.48
C 1.31 -9.69 13.96
O 0.92 -9.13 14.99
N 0.77 -10.81 13.42
N 2.34 -9.26 13.26
H -0.09 -11.26 13.68
H 1.42 -11.50 13.03
H 2.93 -8.48 13.63
H 2.28 -9.63 12.30
O 4.93 -7.56 20.91
H 5.73 -7.55 21.45
H 5.09 -8.17 20.20
O -1.82 -9.68 14.94
H -2.17 -9.28 15.76
H -0.91 -9.80 15.14
O -3.00 -11.20 17.16
H -3.01 -12.15 17.00
H -2.44 -10.84 16.41
C -1.62 -6.10 16.19
C -2.83 -6.81 16.82
O -2.51 -8.18 17.14
O -1.55 -6.52 14.85
H -0.72 -6.41 16.77
H -1.77 -5.04 16.14
H -3.77 -6.82 16.20
H -3.08 -6.40 17.79
H -1.81 -8.30 17.80
H -1.73 -7.49 14.71
C 2.71 -11.92 21.52
C 3.67 -10.79 21.76
O 2.98 -9.67 22.27
O 2.18 -12.28 22.75
H 3.18 -12.82 21.11
H 1.95 -11.56 20.82
H 3.99 -10.49 20.74
H 4.46 -11.09 22.41
H 3.56 -8.89 22.18
H 1.73 -11.52 23.10
C -3.96 -8.24 20.90
C -2.72 -8.23 21.82
O -2.97 -8.02 23.17
O -4.96 -9.27 21.14
H -3.60 -8.23 19.88
H -4.53 -7.30 21.01
H -2.08 -7.44 21.43
H -2.10 -9.15 21.61
H -3.68 -8.67 23.38
H -4.50 -10.09 20.91
C 1.88 -5.40 18.66
C 3.31 -5.00 19.27
O 4.29 -5.15 18.31
O 1.50 -4.42 17.70
H 1.12 -5.48 19.45
H 2.08 -6.37 18.15
H 3.60 -5.64 20.10
H 3.29 -3.98 19.65
H 3.98 -4.64 17.59
H 0.91 -3.74 18.09
C 2.83 -12.12 15.47
C 3.06 -12.63 16.90
O 4.43 -13.03 17.02
O 3.11 -13.05 14.50
H 3.40 -11.19 15.39
H 1.77 -11.84 15.47
H 2.47 -13.54 16.99
H 2.85 -11.84 17.62
H 4.54 -13.61 17.81
H 3.98 -13.37 14.67
C -2.88 -12.56 20.27
C -1.46 -12.24 20.73
O -0.68 -11.49 19.80
O -3.63 -11.38 20.02
H -3.42 -13.03 21.10
H -2.86 -13.27 19.48
H -0.92 -13.16 20.90
H -1.49 -11.68 21.68
H -1.15 -10.64 19.68
H -3.52 -11.16 19.07

Atom charges from the Mulliken analysis, given in e for atoms 1 to 5: 0.609 -0.787 -0.405 0.081 0.265